C3H4ClO3S | the ωB97M-V functional and the def2-TZVPD basis

```
12
Properties=species:S:1:pos:R:3:forces:R:3
C 0.171595 -1.526487 -1.329276 -1.791 0.817 -1.933
C -0.033297 1.248887 0.234823 0.820 -0.618 0.021
C 0.415873 0.724200 1.611381 -3.334 2.882 0.456
O -1.237688 0.488713 -1.924270 0.930 -0.439 0.381
O -1.584058 -0.774653 0.144694 -0.244 -0.462 0.714
O 0.791257 -2.386985 -0.829813 1.347 -0.937 0.773
S -0.648445 -0.025387 -0.678114 -2.442 1.666 -0.791
Cl 1.265912 1.941057 -0.810604 0.475 0.422 0.243
H -0.394714 -1.562048 -2.328275 0.904 -0.498 0.422
H -0.451852 1.013964 2.337809 1.515 -0.559 -0.965
H 1.287219 1.155356 2.012081 1.301 0.446 0.175
H 0.418199 -0.296618 1.559566 0.518 -2.721 0.504
```
Positions in Å, forces in eV/Å.

Calculated values
LUMO energy: 3.7 eV
total charge: -1
spin multiplicity: 1
relative energy (zero: lowest compared OMol25 entry of this formula, charge and spin): 67.13 kcal/mol

C3H4CrO4 | the ωB97M-V functional and the def2-TZVPD basis

```
12
Properties=species:S:1:pos:R:3:forces:R:3
C -0.889286 -0.598575 1.475149 -0.418 1.294 1.344
C -0.080543 -1.156161 0.327899 0.744 -1.535 1.501
O -0.160140 -0.313451 -0.817691 0.156 1.002 -2.281
C 0.498907 0.808731 -0.864635 -1.047 -2.211 4.065
O -0.401557 -0.142948 2.490930 -0.454 -0.801 -1.556
O 0.724526 1.361856 -1.937332 0.349 1.028 -2.836
O 0.963689 1.240052 0.270850 -0.220 1.558 -0.260
Cr 0.534494 1.100722 -3.816040 0.095 0.099 0.773
H -1.978445 -0.534621 1.273604 0.095 -0.157 0.246
H -0.493656 -2.126019 0.024406 0.074 0.344 -0.118
H 0.962926 -1.291108 0.646278 -0.233 0.168 -0.246
H 0.319080 1.651522 0.926579 0.860 -0.790 -0.634
```
Positions in Å, forces in eV/Å.

Calculated values
<S²>: 6.017
LUMO energy (spin up / spin down): -13.2 / -11.9 eV
total charge: +2
spin multiplicity: 5
relative energy (zero: lowest compared OMol25 entry of this formula, charge and spin): 15.89 kcal/mol

C3H4CsLiO3 | the ωB97M-V functional and the def2-TZVPD basis

```
12
Properties=species:S:1:pos:R:3:forces:R:3
O -1.913610 0.576982 -0.188699 -0.702 0.835 -0.156
C -1.445114 -0.717188 0.042999 0.242 -0.097 0.091
C -0.247647 -1.076562 -0.767482 0.025 -0.127 -0.249
O 3.949848 -0.455507 1.098146 0.762 0.483 0.440
C 3.642434 0.655569 1.014159 -1.583 -0.747 -0.907
O 3.118984 1.679068 0.809222 0.710 0.297 0.434
Li -3.628112 0.860110 -0.476397 0.632 -0.314 0.108
Cs -0.220829 3.421828 -0.154113 0.018 -0.583 0.048
H -2.234705 -1.479128 -0.169915 0.135 0.060 0.046
H -1.205389 -0.869343 1.116906 -0.046 -0.005 -0.224
H -0.064128 -0.558439 -1.713975 -0.082 -0.150 0.364
H 0.248272 -2.037393 -0.610853 -0.112 0.347 0.005
```
Positions in Å, forces in eV/Å.

Calculated values
<S²>: 0.754
LUMO energy (spin up / spin down): -3.8 / -3.8 eV
total charge: +1
spin multiplicity: 2
relative energy (zero: lowest compared OMol25 entry of this formula, charge and spin): 7.19 kcal/mol

Repeat the second record exactly.
C3H4CrO4 | the ωB97M-V functional and the def2-TZVPD basis

```
12
Properties=species:S:1:pos:R:3:forces:R:3
C -0.889286 -0.598575 1.475149 -0.418 1.294 1.344
C -0.080543 -1.156161 0.327899 0.744 -1.535 1.501
O -0.160140 -0.313451 -0.817691 0.156 1.002 -2.281
C 0.498907 0.808731 -0.864635 -1.047 -2.211 4.065
O -0.401557 -0.142948 2.490930 -0.454 -0.801 -1.556
O 0.724526 1.361856 -1.937332 0.349 1.028 -2.836
O 0.963689 1.240052 0.270850 -0.220 1.558 -0.260
Cr 0.534494 1.100722 -3.816040 0.095 0.099 0.773
H -1.978445 -0.534621 1.273604 0.095 -0.157 0.246
H -0.493656 -2.126019 0.024406 0.074 0.344 -0.118
H 0.962926 -1.291108 0.646278 -0.233 0.168 -0.246
H 0.319080 1.651522 0.926579 0.860 -0.790 -0.634
```
Positions in Å, forces in eV/Å.

Calculated values
<S²>: 6.017
LUMO energy (spin up / spin down): -13.2 / -11.9 eV
total charge: +2
spin multiplicity: 5
relative energy (zero: lowest compared OMol25 entry of this formula, charge and spin): 15.89 kcal/mol